[1]
87
Properties=species:S:1:pos:R:3:forces:R:3:lowdin_spin:R:1 method="wB97M-V/def2-TZVPD" homo_ha="-0.2434 / -0.2230" largest_force_ev_per_a=1.4 spin_multiplicity=2 energy_ev=-156411.45965 gap_ev="6.979 / 6.440" relative_energy_kcal_mol=63.2
V -1.184 0.313 0.243 0.029 -0.223 0.194 1.0008
C -0.543 3.246 1.934 0.049 0.038 -0.106 -0.0051
P -0.619 2.602 0.208 -0.035 0.525 0.291 -0.0204
C 0.875 3.420 -0.460 0.035 -0.075 -0.062 -0.0039
C -1.916 3.664 -0.534 -0.003 0.022 -0.019 -0.0030
C -3.259 3.225 0.018 0.033 -0.065 0.005 -0.0077
P -3.304 1.299 0.086 -0.425 1.247 -0.393 -0.0054
C -3.955 1.121 -1.635 -0.047 -0.108 0.124 0.0022
C -4.788 1.337 1.174 0.085 -0.187 0.057 -0.0003
H -0.546 4.339 1.964 0.017 -0.005 -0.017 -0.0009
H 0.376 2.883 2.400 0.002 -0.033 0.004 -0.0001
H -1.390 2.869 2.506 -0.007 0.006 -0.004 -0.0003
H 0.813 4.489 -0.245 0.026 0.021 -0.010 -0.0007
H 0.957 3.273 -1.538 -0.024 0.019 0.058 -0.0001
H 1.774 3.021 0.008 -0.004 -0.003 -0.004 0.0000
H -1.867 3.515 -1.617 0.008 -0.006 0.005 -0.0005
H -1.682 4.715 -0.339 -0.024 0.009 -0.003 -0.0007
H -4.096 3.648 -0.547 0.000 -0.010 0.004 -0.0010
H -3.362 3.575 1.051 0.010 0.003 -0.004 -0.0001
H -4.805 1.784 -1.802 -0.028 -0.022 0.025 0.0001
H -4.256 0.101 -1.855 0.044 -0.021 -0.008 0.0000
H -3.161 1.405 -2.329 0.003 0.053 0.020 -0.0006
H -5.405 2.193 0.901 -0.017 0.010 0.001 -0.0003
H -4.472 1.461 2.212 0.020 0.002 -0.012 -0.0003
H -5.383 0.432 1.108 -0.012 0.011 -0.009 0.0001
C -4.107 -3.889 -0.213 0.027 -0.136 -0.049 -0.0010
Ge -4.631 -2.085 0.301 -0.067 0.096 -0.034 -0.0008
C -6.038 -1.528 -0.939 -0.140 0.016 -0.054 0.0006
C -5.438 -2.221 2.073 -0.066 -0.036 0.109 0.0001
C -3.118 -0.875 0.385 0.717 -0.007 0.051 0.0081
H -4.980 -4.542 -0.142 0.036 -0.023 -0.021 -0.0002
H -3.324 -4.265 0.444 0.002 -0.024 -0.006 0.0000
H -3.726 -3.925 -1.234 0.001 0.001 0.009 0.0000
H -6.901 -2.178 -0.776 -0.007 0.021 -0.038 0.0001
H -5.732 -1.631 -1.981 -0.004 -0.004 0.010 0.0000
H -6.350 -0.497 -0.772 -0.027 -0.011 -0.027 0.0000
H -6.270 -2.926 2.022 -0.001 0.010 0.053 -0.0001
H -5.819 -1.267 2.434 -0.008 -0.005 0.025 0.0000
H -4.715 -2.600 2.797 -0.002 0.006 -0.008 0.0000
H -2.394 -1.275 -0.344 -0.051 -0.666 -0.079 0.0028
H -2.694 -1.080 1.387 0.004 -0.177 -0.010 0.0070
C 2.558 -2.506 -2.793 -0.106 -0.065 -0.021 0.0000
N 1.718 -2.912 -1.682 -0.167 0.063 0.007 0.0001
C 0.391 -2.776 -1.569 0.288 0.024 -0.012 -0.0001
N -0.275 -2.260 -2.647 -0.168 -0.061 0.134 0.0000
S -0.409 -3.172 -0.148 -0.084 -0.066 -0.222 -0.0005
H 3.491 -2.105 -2.400 -0.074 -0.064 -0.067 0.0000
H 2.093 -1.706 -3.365 -0.024 0.060 0.000 0.0000
H 2.783 -3.343 -3.456 -0.008 -0.021 -0.018 0.0000
H 2.175 -3.179 -0.821 -0.032 -0.049 -0.130 0.0000
H 0.134 -2.322 -3.564 0.057 -0.004 -0.031 0.0000
H -1.274 -2.377 -2.605 0.055 -0.001 -0.004 0.0000
O 0.716 -0.002 0.469 0.226 -0.186 0.084 0.0257
Si 2.323 0.050 0.453 -0.403 -0.007 -0.090 0.0051
C 2.954 1.153 1.838 0.004 0.112 0.118 0.0004
C 3.820 2.236 1.681 -0.052 0.004 0.022 0.0001
C 4.220 3.006 2.768 -0.017 -0.020 0.001 0.0000
C 3.758 2.706 4.041 -0.002 -0.012 -0.022 0.0000
C 2.892 1.634 4.222 0.001 0.004 -0.029 0.0000
C 2.499 0.872 3.132 0.020 0.040 -0.005 0.0001
C 3.071 -1.651 0.741 0.120 -0.113 0.088 -0.0003
C 4.180 -2.128 0.033 0.107 -0.006 0.271 0.0000
C 4.695 -3.400 0.263 -0.010 0.088 -0.017 0.0000
C 4.107 -4.224 1.213 -0.013 -0.011 0.006 0.0000
C 3.007 -3.771 1.929 -0.010 -0.006 -0.015 0.0000
C 2.497 -2.503 1.690 0.022 0.054 0.022 0.0001
C 2.922 0.675 -1.217 0.097 0.095 -0.124 0.0013
C 4.258 0.966 -1.520 -0.084 -0.046 -0.038 0.0003
C 4.632 1.429 -2.776 -0.036 0.000 -0.004 0.0001
C 3.671 1.617 -3.762 0.020 -0.013 0.028 -0.0001
C 2.341 1.337 -3.485 0.004 -0.041 0.025 0.0000
C 1.977 0.871 -2.228 0.039 -0.026 -0.027 -0.0003
H 4.180 2.505 0.694 0.009 -0.021 -0.009 0.0000
H 4.891 3.843 2.619 -0.001 0.003 -0.001 0.0000
H 4.068 3.304 4.888 -0.001 0.002 -0.002 0.0000
H 2.523 1.396 5.211 0.001 0.001 0.001 0.0000
H 1.815 0.044 3.292 0.007 0.001 -0.002 0.0001
H 4.650 -1.507 -0.719 0.038 0.033 0.051 0.0000
H 5.553 -3.747 -0.300 -0.001 -0.001 -0.006 0.0000
H 4.503 -5.215 1.393 -0.005 0.002 -0.005 0.0000
H 2.534 -4.415 2.659 0.003 0.010 -0.006 0.0000
H 1.616 -2.180 2.233 0.013 -0.017 -0.039 0.0001
H 5.027 0.828 -0.767 -0.002 0.016 0.015 0.0000
H 5.671 1.650 -2.983 0.005 -0.005 -0.002 0.0000
H 3.960 1.982 -4.739 0.005 0.001 0.004 0.0000
H 1.586 1.486 -4.249 -0.003 0.001 0.009 0.0000
H 0.933 0.663 -2.017 0.014 -0.017 -0.006 -0.0003

=====

[2]
91
Properties=species:S:1:pos:R:3:forces:R:3:lowdin_spin:R:1 method="wB97M-V/def2-TZVPD" homo_ha="-0.1652 / -0.1545" charge=-1 largest_force_ev_per_a=2.9 spin_multiplicity=2 energy_ev=-105458.03665 gap_ev="6.513 / 5.820" relative_energy_kcal_mol=45.4
Lu 0.417 1.574 1.707 -0.324 0.964 -0.019 0.0003
N -2.127 2.146 1.095 0.159 -0.461 0.271 0.0001
C -2.689 2.509 2.401 0.057 0.918 -0.277 0.0006
C -2.394 1.442 3.458 0.654 0.732 0.853 0.0012
N -1.240 0.590 3.174 -0.657 0.283 0.447 0.0178
C -1.532 -0.796 2.827 0.068 -0.444 -0.130 0.0061
C -0.194 -1.489 2.550 0.669 0.603 0.659 0.0340
N 0.935 -0.581 2.207 -0.166 -0.709 1.458 0.0366
H -2.664 1.356 0.754 0.239 -0.062 -0.362 0.0000
H -2.170 2.885 0.395 0.086 -0.133 0.295 0.0000
H -2.252 3.483 2.690 -0.110 -0.430 -0.052 0.0000
H -3.774 2.657 2.347 0.044 0.090 0.097 0.0001
H -2.158 1.978 4.414 -0.423 -0.454 -0.590 -0.0002
H -3.266 0.840 3.599 -0.682 -0.459 0.273 0.0001
H -0.700 0.537 4.084 -0.234 0.194 -0.691 0.0161
H -1.999 -1.401 3.662 0.013 0.916 -0.755 0.0015
H -2.147 -0.881 1.910 -0.015 0.316 0.499 0.0002
H 0.095 -1.992 3.478 -0.068 -0.547 -0.411 0.0251
H -0.359 -2.112 1.711 0.084 -1.206 -0.546 0.0008
H 1.493 -0.487 3.096 -0.022 -0.125 -1.212 0.0255
H 1.481 -0.947 1.445 0.243 -0.104 -0.248 0.0016
Te 1.057 0.109 5.319 0.509 0.025 1.380 0.8212
C -1.550 6.658 3.039 -1.419 -0.667 -1.963 0.0000
C -0.180 6.498 3.569 1.306 -1.063 1.142 0.0000
S 0.110 4.787 4.311 0.246 0.551 -0.771 0.0029
O -0.701 4.768 5.540 -0.799 -0.173 0.686 0.0009
C 1.831 4.870 4.907 0.600 0.726 -0.405 0.0017
C 2.862 5.486 3.928 0.082 -0.204 -0.181 0.0001
H -1.706 7.679 2.703 -0.068 0.346 0.402 0.0000
H -2.328 6.369 3.745 0.084 0.167 0.189 0.0000
H -1.773 6.107 2.085 0.503 -0.018 0.878 0.0000
H -0.083 7.196 4.414 0.566 -0.178 -0.249 0.0000
H 0.603 6.568 2.813 -0.043 0.483 0.043 0.0000
H 2.144 3.838 5.085 -0.503 -0.060 0.076 0.0052
H 1.803 5.417 5.870 -0.142 -0.310 -0.495 0.0000
H 2.612 5.295 2.859 0.179 -0.147 0.727 0.0000
H 3.853 5.003 4.137 -0.805 0.683 -0.304 0.0000
H 2.912 6.582 4.046 0.164 -0.453 0.031 0.0000
C 1.644 2.187 -2.021 0.797 0.067 -0.628 0.0000
C 0.969 1.905 -0.676 0.869 0.097 -1.085 0.0001
O 0.522 2.933 0.003 -0.333 1.532 0.184 0.0000
N 0.925 0.737 -0.179 -0.272 -1.386 -0.339 0.0008
Te 0.917 -1.307 -2.301 -0.454 -1.239 -0.536 0.0002
C 1.618 -3.159 -3.370 0.242 0.430 1.148 0.0000
C 2.514 -4.012 -2.622 -1.548 1.013 -0.331 0.0000
C 3.119 -3.594 -1.300 -0.100 -0.224 0.329 0.0000
C 2.751 -5.287 -3.091 -0.495 -0.320 -0.495 0.0000
C 2.116 -5.736 -4.283 1.036 0.028 1.328 0.0000
C 2.366 -7.176 -4.632 0.180 -0.295 -0.905 0.0000
C 1.361 -4.843 -5.017 0.366 -0.939 -1.224 0.0000
C 1.117 -3.542 -4.615 -0.097 0.074 1.346 0.0000
C 0.178 -2.702 -5.401 -1.261 0.824 -1.728 0.0000
C -1.271 -1.628 -2.362 0.832 -0.345 0.160 0.0000
C -2.087 -0.652 -2.938 1.024 0.221 -0.133 0.0000
C -1.541 0.512 -3.722 -0.496 0.750 -1.760 0.0000
C -3.434 -0.708 -2.690 -1.386 0.848 -0.693 0.0000
C -3.982 -1.586 -1.782 0.400 -0.762 -0.315 0.0000
C -5.424 -1.478 -1.472 -0.580 -0.839 0.111 0.0000
C -3.190 -2.610 -1.277 -0.489 -0.784 0.827 0.0000
C -1.836 -2.689 -1.619 0.532 1.202 0.206 0.0000
C -0.965 -3.766 -1.075 0.168 -0.979 -0.082 0.0000
H 2.713 2.547 -1.920 -1.143 -0.457 0.175 0.0000
H 1.130 2.937 -2.608 -0.273 0.567 0.133 0.0000
H 1.637 1.300 -2.684 0.243 0.352 0.671 0.0000
H 2.963 -2.520 -1.033 0.207 -1.142 -0.108 0.0000
H 4.167 -3.813 -1.413 0.766 0.372 0.121 0.0000
H 2.837 -4.287 -0.465 -0.275 0.782 -0.596 0.0000
H 3.385 -5.968 -2.484 -0.435 0.396 -0.587 0.0000
H 3.432 -7.412 -4.483 -0.300 0.062 -0.307 0.0000
H 2.057 -7.448 -5.661 0.299 0.277 0.437 0.0000
H 1.838 -7.863 -3.981 -0.299 0.016 0.289 0.0000
H 1.015 -5.143 -6.016 -0.101 -0.074 0.467 0.0000
H 0.112 -3.071 -6.487 0.197 0.535 1.457 0.0000
H 0.430 -1.607 -5.418 0.031 -1.045 0.086 0.0000
H -0.883 -2.737 -5.020 1.013 -0.113 -0.116 0.0000
H -0.950 0.231 -4.656 -0.424 0.138 1.447 0.0000
H -0.952 1.199 -3.091 -0.054 -0.398 -0.308 0.0000
H -2.408 1.113 -4.139 0.846 -0.565 0.590 0.0000
H -4.153 -0.054 -3.251 0.888 -0.267 0.690 0.0000
H -5.630 -0.488 -1.070 -0.296 -0.080 0.251 0.0000
H -5.695 -2.299 -0.767 -0.171 0.836 -0.423 0.0000
H -5.995 -1.588 -2.410 -0.034 -0.012 0.440 0.0000
H -3.685 -3.356 -0.565 0.947 0.934 -1.076 0.0000
H -1.608 -4.465 -0.566 -0.119 -0.451 0.359 0.0000
H -0.167 -3.470 -0.386 -0.255 0.418 -0.096 0.0000
H -0.443 -4.334 -1.860 -0.192 0.261 -0.002 0.0000
N 2.456 2.242 2.514 1.220 -0.216 -0.311 -0.0004
C 3.582 1.903 2.347 -1.142 -0.133 -0.080 -0.0002
N 4.812 1.603 2.253 0.577 -0.606 -0.348 -0.0001
C 5.376 0.638 1.515 0.926 -0.713 -1.052 0.0000
N 6.013 -0.128 0.873 -1.663 1.760 1.667 -0.0001

=====

Number 1: molecular weight 698.382 g mol⁻¹. Number 2: molecular weight 1000.995 g mol⁻¹.